[1]
{"formula": "C3H6O2", "method": "ωB97M-V/def2-TZVPD", "charge": 0, "de_lowest_kcal_mol": 62.7, "smiles": "O=CCCO", "species": ["O", "C", "C", "C", "O", "H", "H", "H", "H", "H", "H"], "positions_angstrom": [[1.1346, -0.8598, 0.0346], [0.9240, 0.5716, 0.1791], [-0.4929, 0.7029, -0.3457], [-0.8775, -0.7574, -0.2235], [-1.4543, -1.1909, 0.7920], [0.5734, -1.2615, 0.9726], [1.6766, 1.0407, -0.4527], [1.0948, 0.8922, 1.2187], [-0.5512, 1.0271, -1.3882], [-1.1610, 1.2990, 0.2772], [-0.8665, -1.4639, -1.0640]], "atomic_forces_ev_per_a": [[-1.147, -1.576, 5.019], [0.693, -0.134, -0.255], [-0.281, 0.013, 0.033], [-3.465, -1.084, 0.805], [1.141, 0.828, -0.968], [2.874, 1.337, -3.953], [-0.080, 0.112, 0.043], [-0.244, -0.050, -0.387], [0.126, 0.041, 0.151], [0.061, -0.010, -0.099], [0.321, 0.524, -0.390]]}


[2]
{"formula": "C5H14OSi2", "method": "ωB97M-V/def2-TZVPD", "charge": 0, "de_lowest_kcal_mol": 48.8, "smiles": "C=C[SiH2]C.C[Si](C)=O", "species": ["C", "C", "C", "C", "C", "O", "Si", "Si", "H", "H", "H", "H", "H", "H", "H", "H", "H", "H", "H", "H", "H", "H"], "positions_angstrom": [[-2.5026, -0.1392, -1.7536], [-1.6905, 0.0574, -0.6391], [-3.5158, 0.1482, 1.8303], [2.9488, 1.8207, -0.9623], [3.6040, -1.2310, 0.2349], [1.0664, -0.5844, -0.9232], [-1.8194, -0.5446, 1.1737], [2.4292, 0.0111, -0.6462], [-2.3406, 0.1048, -2.7456], [-3.2775, -0.9155, -1.5265], [-0.9543, 0.8050, -0.9540], [-4.1521, -0.6636, 1.3260], [-3.3977, 0.0597, 2.9651], [-3.8778, 1.1068, 1.4957], [3.9971, 2.0111, -1.2062], [2.3786, 2.3080, -1.7825], [2.5368, 2.2735, -0.0642], [4.6785, -0.9907, 0.2438], [3.2565, -1.5195, 1.3038], [3.4035, -2.1353, -0.4592], [-2.1123, -2.0070, 1.2306], [-0.6587, 0.0246, 1.8587]], "atomic_forces_ev_per_a": [[0.001, -2.873, 5.704], [-1.140, 1.063, -3.156], [1.032, -2.161, 0.280], [-0.880, -0.683, -1.031], [-0.797, -0.764, -0.130], [-0.426, 0.116, -0.318], [-1.781, 1.238, -1.667], [1.229, -0.156, 0.655], [0.408, 1.037, -1.575], [0.234, 0.711, -0.901], [0.427, -0.323, 0.899], [0.356, 1.144, 1.311], [-0.935, 0.043, -1.487], [0.236, 0.345, 0.067], [-0.070, -0.076, 0.743], [0.075, -0.679, 0.377], [0.599, 0.491, 0.373], [-0.433, -0.103, 0.001], [0.453, 0.593, -1.900], [0.500, 1.168, 1.279], [0.633, 0.153, 0.160], [0.282, -0.285, 0.314]]}


[3]
{"formula": "C4H7N2", "method": "ωB97M-V/def2-TZVPD", "charge": 1, "de_lowest_kcal_mol": 121.5, "species": ["C", "C", "C", "C", "N", "N", "H", "H", "H", "H", "H", "H", "H"], "positions_angstrom": [[1.4375, 0.2518, 0.0129], [0.8335, -1.0897, 0.0504], [-0.5314, 0.4908, -0.9918], [-0.5782, 0.4873, 1.0050], [0.3021, 1.1743, 0.0223], [-0.5441, -0.6888, 0.0610], [2.4689, 0.5856, 0.1232], [1.0738, -2.0708, -0.3050], [-1.5339, 0.8984, -1.0853], [-0.1249, 0.1681, -1.8497], [-0.1234, 0.2569, 1.9294], [-1.5537, 0.9633, 1.0852], [-1.1263, -1.4271, -0.0577]], "atomic_forces_ev_per_a": [[-1.033, -4.887, 0.760], [3.247, 5.614, -0.653], [-1.981, 0.283, 2.863], [-0.282, 0.525, 0.168], [0.119, -0.148, 0.019], [0.790, 2.599, -1.241], [-0.387, -0.167, -0.335], [0.490, -0.297, 0.419], [0.021, 0.195, -0.091], [1.652, -0.746, -3.141], [0.355, -0.127, 1.074], [0.002, -0.188, -0.033], [-2.993, -2.656, 0.192]]}


[4]
{"formula": "C22H31N3O2", "method": "ωB97M-V/def2-TZVPD", "charge": 0, "de_lowest_kcal_mol": 34.3, "smiles": "CCOC(=O)C1(CCCc2ccccc2)CCN(Cc2cnn(C)c2)CC1", "species": ["C", "C", "H", "H", "O", "C", "O", "C", "C", "C", "N", "C", "C", "H", "H", "H", "H", "C", "C", "C", "N", "N", "C", "H", "C", "H", "H", "H", "H", "H", "H", "H", "H", "H", "H", "C", "C", "H", "H", "C", "C", "C", "C", "C", "C", "C", "H", "H", "H", "H", "H", "H", "H", "H", "H", "H", "H", "H"], "positions_angstrom": [[2.1638, -3.6523, -1.5561], [2.1226, -3.0728, -0.1497], [3.0993, -3.1484, 0.3340], [1.3685, -3.5936, 0.4496], [1.8201, -1.6778, -0.1592], [0.5286, -1.3295, -0.1478], [-0.3706, -2.1313, -0.1484], [0.3675, 0.1853, -0.1029], [-1.1108, 0.5636, 0.0358], [-1.6885, 0.1621, 1.3918], [-0.9122, 0.7293, 2.4789], [0.4475, 0.2302, 2.4233], [1.1116, 0.7090, 1.1389], [2.1529, 0.3864, 1.1130], [1.0822, 1.8000, 1.1279], [0.9939, 0.6201, 3.2860], [0.4741, -0.8754, 2.4749], [-1.5286, 0.4725, 3.7721], [-0.8511, 1.2488, 4.8505], [-0.6981, 2.6183, 4.9359], [-0.0134, 2.8712, 6.0686], [0.2846, 1.7548, 6.7230], [-0.2094, 0.7657, 6.0021], [-0.0970, -0.2500, 6.3259], [0.3832, 4.1482, 6.5861], [0.9299, 3.9740, 7.5105], [1.0277, 4.6692, 5.8755], [-0.4905, 4.7693, 6.7940], [-1.0188, 3.3986, 4.2767], [-2.5762, 0.7846, 3.7036], [-1.5096, -0.6024, 4.0293], [-2.7107, 0.5445, 1.4661], [-1.7307, -0.9377, 1.4589], [-1.6981, 0.0706, -0.7388], [-1.2014, 1.6446, -0.0821], [1.0140, 0.8221, -1.3523], [0.2734, 0.6516, -2.6792], [0.7848, 1.2669, -3.4251], [-0.7454, 1.0318, -2.5936], [0.2332, -0.7904, -3.1957], [-0.4018, -0.8337, -4.5559], [0.3658, -0.6803, -5.7032], [-0.2251, -0.6809, -6.9541], [-1.5958, -0.8320, -7.0740], [-2.3705, -0.9838, -5.9367], [-1.7763, -0.9836, -4.6875], [-2.3837, -1.1075, -3.8020], [-3.4407, -1.1045, -6.0238], [-2.0583, -0.8337, -8.0501], [0.3855, -0.5642, -7.8379], [1.4371, -0.5637, -5.6149], [-0.3410, -1.4106, -2.5083], [1.2530, -1.1772, -3.2490], [2.0251, 0.4211, -1.4514], [1.1023, 1.8946, -1.1599], [2.4624, -4.6957, -1.5091], [1.1811, -3.5885, -2.0163], [2.8786, -3.1072, -2.1680]], "atomic_forces_ev_per_a": [[-0.076, 0.300, 0.297], [-0.031, -0.590, -0.029], [-0.140, 0.022, -0.027], [0.187, 0.089, -0.031], [0.224, 0.201, -0.048], [-0.191, 0.136, 0.072], [-0.049, -0.142, -0.057], [0.106, 0.277, -0.059], [0.030, -0.378, 0.146], [-0.174, 0.062, -0.158], [-0.072, -0.025, 0.001], [0.284, 0.266, -0.050], [-0.020, -0.256, 0.173], [0.016, 0.062, -0.032], [0.015, 0.028, -0.044], [-0.007, -0.104, -0.066], [-0.016, 0.008, 0.078], [-0.034, 0.137, -0.037], [-0.054, 0.115, 0.106], [-0.064, -0.347, -0.059], [-0.240, -0.264, -0.359], [0.447, -0.129, 0.741], [-0.165, 0.270, -0.245], [0.044, -0.228, 0.092], [0.121, 0.426, 0.168], [-0.042, 0.009, -0.077], [-0.018, -0.033, 0.053], [0.054, -0.038, 0.010], [-0.052, 0.208, -0.153], [0.048, -0.153, -0.024], [-0.067, 0.058, -0.027], [0.020, -0.058, 0.007], [-0.052, 0.091, 0.021], [-0.031, 0.063, -0.083], [0.003, 0.057, -0.058], [-0.163, -0.030, -0.103], [0.246, -0.122, 0.179], [-0.087, 0.030, -0.014], [-0.048, 0.065, -0.068], [-0.115, 0.300, -0.066], [0.054, -0.141, 0.066], [-0.008, -0.007, 0.021], [0.041, 0.029, -0.097], [-0.054, 0.001, -0.108], [-0.102, 0.013, -0.035], [0.029, -0.006, 0.008], [-0.064, -0.026, 0.113], [-0.081, -0.013, -0.007], [-0.034, -0.005, -0.072], [0.044, 0.005, -0.067], [0.119, 0.003, 0.023], [0.042, -0.102, -0.009], [0.017, -0.080, 0.056], [0.063, 0.094, 0.014], [0.045, -0.008, 0.093], [0.039, -0.125, -0.021], [-0.065, -0.025, -0.062], [0.077, 0.010, -0.084]]}


[5]
{"formula": "C12H16BNO2", "method": "ωB97M-V/def2-TZVPD", "charge": 0, "smiles": "CC(=O)N(BCc1cccc(C)c1)C(C)=O", "species": ["C", "C", "O", "N", "B", "C", "C", "C", "C", "C", "C", "C", "C", "C", "C", "O", "H", "H", "H", "H", "H", "H", "H", "H", "H", "H", "H", "H", "H", "H", "H", "H"], "positions_angstrom": [[-1.2998, 2.5992, 0.6399], [-2.5691, 1.8096, 0.4720], [-3.6155, 2.1808, 0.9239], [-2.5008, 0.5278, -0.2111], [-1.5820, 0.4249, -1.3204], [-0.8068, -0.8676, -1.7566], [0.4646, -0.9587, -0.9421], [0.4937, -1.6572, 0.2680], [1.6662, -1.7309, 1.0097], [2.8241, -1.1087, 0.5583], [2.8203, -0.3996, -0.6418], [4.0702, 0.2656, -1.1568], [1.6349, -0.3362, -1.3746], [-2.6501, -0.6153, 0.6394], [-2.3965, -0.4345, 2.1132], [-2.9807, -1.6708, 0.1695], [-0.7168, 2.6595, -0.2754], [-0.6848, 2.1412, 1.4163], [-1.5734, 3.6039, 0.9561], [-1.3991, 1.4353, -1.9292], [-1.3836, -1.7867, -1.6683], [-0.5389, -0.7624, -2.8106], [-0.3965, -2.1662, 0.6187], [1.6806, -2.2774, 1.9445], [3.7343, -1.1900, 1.1406], [4.6573, -0.4292, -1.7610], [3.8137, 1.1153, -1.7892], [4.6951, 0.6203, -0.3384], [1.6325, 0.2062, -2.3147], [-3.2154, 0.1519, 2.5348], [-1.4523, 0.0682, 2.3111], [-2.4253, -1.4181, 2.5744]], "atomic_forces_ev_per_a": [[-0.117, 0.338, -0.085], [-0.439, 0.022, -0.216], [-0.031, -0.088, 0.112], [1.553, 0.143, 0.569], [-0.492, -0.079, -0.277], [-0.110, -0.184, -0.403], [0.145, -0.063, 0.160], [0.061, 0.045, 0.010], [0.011, 0.124, -0.150], [-0.130, -0.013, -0.056], [-0.095, -0.066, 0.072], [-0.151, -0.026, -0.034], [0.066, 0.012, 0.163], [-0.622, -0.075, -0.139], [-0.413, -0.069, -0.007], [0.152, -0.030, -0.011], [0.035, -0.121, 0.014], [0.027, -0.098, -0.057], [0.044, -0.038, 0.058], [0.097, 0.056, 0.142], [-0.024, 0.050, 0.155], [0.035, -0.001, 0.024], [0.002, -0.004, -0.047], [-0.012, -0.027, -0.021], [0.022, 0.067, -0.019], [0.032, 0.007, 0.032], [0.057, 0.020, -0.003], [0.033, -0.018, -0.005], [-0.043, 0.003, -0.011], [0.116, 0.089, 0.028], [0.039, 0.009, 0.012], [0.149, 0.018, -0.008]]}


| no. | frontier orbital gap (eV) |
| --- | --- |
| 1 | 10.5 |
| 2 | 9.1 |
| 3 | 10.0 |
| 4 | 9.4 |
| 5 | 9.6 |